{
  "formula": "C4H14O3",
  "method": "ωB97M-V/def2-TZVPD",
  "elements": ["C", "C", "C", "C", "H", "H", "H", "H", "H", "H", "H", "H", "H", "H", "O", "H", "H", "O", "H", "H", "O"],
  "positions_angstrom": [[2.196, -1.149, 2.216], [1.292, -0.442, 1.201], [1.493, 1.081, 1.183], [2.497, 1.659, 0.537], [1.719, -1.360, 3.158], [2.709, -2.028, 1.837], [3.035, -0.521, 2.542], [0.253, -0.605, 1.495], [1.442, -0.812, 0.186], [0.708, 1.623, 1.688], [2.500, 2.736, 0.475], [3.306, 1.168, 0.017], [-1.421, -1.740, -2.591], [-2.375, -1.690, -3.793], [-2.203, -1.297, -2.933], [-5.237, -0.579, 3.544], [-3.871, -0.301, 2.914], [-4.497, 0.039, 3.574], [-1.357, 1.076, -5.052], [-1.204, 1.416, -6.543], [-0.985, 1.729, -5.654]],
  "lowdin_charge": [-0.116, -0.255, -0.190, -0.012, 0.058, 0.063, 0.069, 0.090, 0.097, 0.090, 0.046, 0.060, 0.033, 0.030, -0.058, 0.032, 0.037, -0.069, 0.021, 0.036, -0.062],
  "homo_energy_ev": -9.63,
  "charge": 0,
  "relative_energy_ev": 1.589,
  "fmax_ev_per_a": 1.58,
  "e_lumo_ev": 0.4,
  "smiles": "C=CCC.O.O.O",
  "energy_ev": -10516.3402
}

---

{
  "formula": "C6H10O",
  "method": "ωB97M-V/def2-TZVPD",
  "elements": ["O", "C", "C", "C", "C", "C", "C", "H", "H", "H", "H", "H", "H", "H", "H", "H", "H"],
  "positions_angstrom": [[0.328, -1.631, -2.282], [1.200, -1.148, -1.550], [0.984, -0.971, -0.066], [1.041, 0.515, 0.302], [-0.300, 1.326, -0.050], [-1.911, -0.214, 1.196], [-1.633, 0.704, 0.265], [2.202, -0.787, -1.875], [1.776, -1.569, 0.439], [0.112, -1.520, 0.233], [1.389, 0.635, 1.354], [1.736, 1.129, -0.266], [-0.317, 1.499, -1.119], [-0.203, 2.259, 0.526], [-1.206, -0.550, 1.956], [-2.754, -0.895, 1.188], [-2.443, 1.217, -0.251]],
  "lowdin_charge": [-0.147, -0.442, -0.281, -0.289, -0.227, -0.052, -0.201, 0.065, 0.059, 0.069, 0.048, 0.060, 0.087, 0.086, 0.042, 0.037, 0.084],
  "homo_energy_ev": [1.06, -4.02],
  "charge": -1,
  "relative_energy_ev": 1.093,
  "s_squared": 0.7534,
  "fmax_ev_per_a": 2.06,
  "e_lumo_ev": [4.2, 4.1],
  "multiplicity": 2,
  "energy_ev": -8428.6722
}

---

{
  "formula": "C18H48O10",
  "method": "ωB97M-V/def2-TZVPD",
  "elements": ["C", "C", "O", "C", "H", "H", "H", "H", "H", "H", "C", "C", "O", "C", "H", "H", "H", "H", "H", "H", "C", "C", "O", "C", "H", "H", "H", "H", "H", "H", "C", "C", "O", "C", "H", "H", "H", "H", "H", "H", "C", "O", "H", "H", "H", "H", "C", "O", "H", "H", "H", "H", "C", "O", "H", "H", "H", "H", "C", "O", "H", "H", "H", "H", "C", "O", "H", "H", "H", "H", "C", "O", "H", "H", "H", "H"],
  "positions_angstrom": [[4.114, 0.850, 3.093], [4.819, -0.228, 2.271], [4.288, -0.834, 1.384], [6.314, -0.303, 2.385], [4.698, 1.770, 3.076], [3.845, 0.548, 4.106], [3.114, 0.982, 2.680], [6.647, -1.338, 2.315], [6.683, 0.065, 3.343], [6.816, 0.301, 1.629], [-1.595, 0.851, 1.037], [-0.277, 0.254, 1.407], [0.471, 0.669, 2.292], [0.190, -0.926, 0.551], [-2.313, 0.058, 1.248], [-1.567, 1.049, -0.035], [-1.909, 1.774, 1.524], [0.092, -0.648, -0.498], [-0.448, -1.800, 0.683], [1.205, -1.254, 0.775], [-4.378, 0.816, -3.510], [-3.342, 1.391, -2.560], [-3.715, 1.906, -1.520], [-1.858, 1.252, -2.915], [-4.389, 1.473, -4.380], [-5.360, 0.782, -3.038], [-4.052, -0.180, -3.809], [-1.631, 2.103, -3.556], [-1.627, 0.356, -3.491], [-1.221, 1.465, -2.056], [-4.387, 2.855, 1.502], [-4.468, 2.516, 3.001], [-5.121, 1.562, 3.437], [-3.631, 3.412, 3.995], [-4.572, 2.024, 0.821], [-3.395, 3.237, 1.259], [-5.094, 3.619, 1.181], [-2.577, 3.529, 3.745], [-3.724, 2.862, 4.931], [-4.098, 4.383, 4.161], [-1.599, -5.762, 1.115], [-1.360, -4.473, 1.684], [-2.684, -5.860, 1.109], [-1.153, -5.918, 0.132], [-1.265, -6.606, 1.719], [-0.435, -4.479, 1.941], [3.497, -3.233, -1.542], [2.431, -3.759, -2.343], [3.154, -2.979, -0.539], [4.348, -3.908, -1.448], [3.858, -2.303, -1.980], [2.335, -4.698, -2.166], [2.971, 1.628, -0.600], [2.052, 2.635, -1.049], [2.521, 0.998, 0.168], [3.300, 1.017, -1.441], [3.884, 2.109, -0.247], [1.480, 2.838, -0.305], [1.676, -0.919, -3.800], [1.329, -2.166, -4.300], [1.918, -0.182, -4.565], [0.866, -0.657, -3.119], [2.604, -0.997, -3.233], [1.487, -2.853, -3.648], [1.054, 3.963, 1.845], [0.297, 3.654, 0.717], [0.368, 3.939, 2.692], [1.717, 3.136, 2.101], [1.604, 4.897, 1.730], [-0.583, 4.030, 0.797], [-2.427, -2.723, -1.944], [-2.804, -2.436, -3.274], [-1.349, -2.831, -1.821], [-2.661, -1.937, -1.225], [-2.859, -3.699, -1.722], [-2.117, -2.671, -3.903]],
  "lowdin_charge": [-0.011, -0.494, 0.061, -0.032, 0.087, 0.087, 0.049, 0.083, 0.074, 0.091, -0.006, -0.451, 0.038, -0.010, 0.106, 0.060, 0.059, 0.070, 0.069, 0.074, -0.013, -0.461, 0.035, -0.006, 0.087, 0.085, 0.064, 0.089, 0.074, 0.063, -0.040, -0.423, 0.039, -0.017, 0.064, 0.052, 0.087, 0.061, 0.071, 0.075, -0.164, -0.124, 0.080, 0.071, 0.072, 0.068, -0.116, -0.131, 0.070, 0.083, 0.072, 0.088, -0.142, -0.127, 0.055, 0.068, 0.073, -0.001, -0.171, -0.131, 0.087, 0.066, 0.053, 0.025, -0.141, -0.132, 0.083, 0.069, 0.089, 0.096, -0.154, -0.124, 0.067, 0.075, 0.078, 0.078],
  "homo_energy_ev": -9.51,
  "charge": 0,
  "relative_energy_ev": 0.973,
  "fmax_ev_per_a": 2.56,
  "e_lumo_ev": 0.3,
  "smiles": "CC(C)=O.CC(C)=O.CC(C)=O.CC(C)=O.CO.CO.CO.CO.CO.CO",
  "energy_ev": -39915.7371
}

---

{
  "formula": "C2HBr4F",
  "method": "ωB97M-V/def2-TZVPD",
  "elements": ["C", "C", "F", "Br", "Br", "Br", "Br", "H"],
  "positions_angstrom": [[-1.815, 0.311, 0.871], [-0.687, 0.218, 0.149], [-1.906, 1.024, 2.036], [2.744, -1.789, -1.240], [0.987, 0.871, 0.735], [-0.499, -0.568, -1.575], [3.946, 0.029, -1.688], [-2.770, -0.096, 0.713]],
  "lowdin_charge": [-0.249, -1.135, -0.018, -0.011, 0.661, 0.627, 0.022, 0.102],
  "homo_energy_ev": -9.54,
  "charge": 0,
  "relative_energy_ev": 0.591,
  "fmax_ev_per_a": 1.68,
  "e_lumo_ev": -1.1,
  "energy_ev": -284975.8867
}

---

{
  "formula": "C4H6N2O3",
  "method": "ωB97M-V/def2-TZVPD",
  "elements": ["C", "C", "C", "C", "H", "H", "H", "H", "H", "H", "N", "N", "O", "O", "O"],
  "positions_angstrom": [[0.290, -2.575, -1.923], [-0.078, -0.293, 0.567], [-0.782, 2.979, -0.003], [0.742, -0.153, 1.850], [-0.287, -3.050, -2.703], [1.357, -2.762, -1.831], [-1.104, -0.574, 0.832], [-1.285, 3.783, 0.528], [-0.397, 3.125, -1.023], [1.642, 0.485, 1.756], [-0.320, -1.766, -1.152], [-0.713, 1.863, 0.599], [0.566, -1.263, -0.187], [-0.068, 0.918, -0.182], [0.437, -0.716, 2.872]],
  "lowdin_charge": [0.004, -0.367, 0.000, -0.174, 0.073, 0.087, 0.157, 0.074, 0.092, 0.138, 0.018, -0.009, -0.085, -0.096, 0.087],
  "homo_energy_ev": -9.84,
  "charge": 0,
  "relative_energy_ev": 5.735,
  "fmax_ev_per_a": 0.91,
  "e_lumo_ev": 0.8,
  "smiles": "C=NOC(C=O)ON=C",
  "energy_ev": -13363.2439
}

---

{
  "formula": "C33H65BCl3FGeN8Si5TeTm",
  "method": "ωB97M-V/def2-TZVPD",
  "elements": ["Tm", "C", "C", "C", "C", "C", "N", "N", "B", "N", "N", "C", "C", "C", "C", "C", "N", "N", "C", "C", "C", "C", "C", "H", "H", "H", "H", "H", "H", "H", "H", "H", "H", "H", "H", "H", "H", "H", "H", "H", "H", "H", "H", "H", "H", "C", "Si", "C", "C", "N", "C", "C", "C", "C", "C", "C", "F", "H", "H", "H", "H", "H", "H", "H", "H", "H", "H", "H", "H", "H", "N", "H", "H", "H", "Cl", "Ge", "Cl", "Cl", "C", "Si", "C", "C", "Si", "Te", "Si", "C", "C", "C", "Si", "C", "C", "C", "H", "H", "H", "H", "H", "H", "H", "H", "H", "H", "H", "H", "H", "H", "H", "H", "H", "H", "H", "H", "H", "H", "H", "H", "H", "H", "H"],
  "positions_angstrom": [[-13.220, -3.061, -19.687], [-17.223, -2.131, -18.955], [-16.767, -2.977, -20.089], [-17.517, -3.338, -21.212], [-16.762, -4.279, -21.874], [-17.127, -4.977, -23.133], [-15.605, -4.452, -21.188], [-15.601, -3.616, -20.102], [-14.838, -5.816, -21.060], [-14.698, -6.112, -19.562], [-14.043, -5.303, -18.689], [-14.238, -5.824, -17.478], [-13.743, -5.250, -16.192], [-15.011, -6.984, -17.571], [-15.280, -7.136, -18.911], [-16.067, -8.203, -19.587], [-13.454, -5.943, -21.730], [-12.289, -5.703, -21.071], [-11.322, -6.251, -21.807], [-9.868, -6.252, -21.475], [-11.858, -6.836, -22.954], [-13.212, -6.616, -22.875], [-14.252, -7.012, -23.860], [-18.307, -2.225, -18.852], [-16.753, -2.452, -18.028], [-16.992, -1.079, -19.106], [-18.498, -2.972, -21.487], [-18.136, -4.691, -23.419], [-16.449, -4.694, -23.944], [-17.088, -6.060, -23.020], [-15.551, -6.652, -21.562], [-12.920, -4.552, -16.333], [-14.553, -4.716, -15.679], [-13.409, -6.061, -15.546], [-15.330, -7.622, -16.753], [-16.403, -8.931, -18.843], [-16.946, -7.789, -20.097], [-15.467, -8.727, -20.330], [-9.687, -6.233, -20.399], [-9.405, -7.152, -21.883], [-9.354, -5.396, -21.925], [-11.322, -7.366, -23.737], [-13.782, -7.479, -24.724], [-14.969, -7.715, -23.428], [-14.815, -6.142, -24.208], [-13.988, -0.168, -22.458], [-14.546, 0.403, -20.734], [-16.391, 0.806, -21.026], [-13.609, 2.050, -20.423], [-14.303, -0.777, -19.472], [-14.688, -0.462, -18.210], [-15.243, 0.766, -17.777], [-15.627, 0.989, -16.469], [-15.470, 0.016, -15.491], [-14.915, -1.205, -15.858], [-14.561, -1.396, -17.169], [-13.974, -2.642, -17.509], [-14.242, 0.649, -23.159], [-14.530, -1.053, -22.800], [-12.920, -0.360, -22.557], [-16.472, 1.629, -21.752], [-16.937, 1.099, -20.118], [-16.911, -0.063, -21.449], [-12.801, 2.177, -21.155], [-13.162, 2.119, -19.420], [-14.289, 2.910, -20.536], [-15.375, 1.563, -18.502], [-16.050, 1.952, -16.217], [-15.765, 0.198, -14.468], [-14.761, -2.003, -15.137], [-11.678, -1.146, -17.154], [-10.693, -0.911, -17.186], [-11.937, -1.232, -16.177], [-12.183, -0.341, -17.513], [-9.459, -2.158, -22.715], [-10.798, -3.134, -21.152], [-12.836, -3.051, -22.235], [-11.389, -1.204, -20.086], [-9.111, -3.733, -14.582], [-9.292, -5.580, -15.018], [-7.846, -6.512, -14.178], [-10.843, -6.187, -14.081], [-9.353, -5.863, -17.461], [-10.940, -4.083, -18.337], [-7.150, -5.152, -18.235], [-7.008, -3.268, -17.981], [-6.809, -5.459, -20.089], [-5.730, -5.993, -17.277], [-9.837, -8.229, -17.845], [-11.477, -8.760, -17.016], [-9.963, -8.948, -19.612], [-8.383, -9.194, -17.075], [-9.355, -3.544, -13.521], [-9.790, -3.128, -15.202], [-8.085, -3.375, -14.760], [-7.962, -6.451, -13.081], [-6.867, -6.079, -14.433], [-7.819, -7.575, -14.448], [-10.652, -6.184, -12.995], [-11.135, -7.205, -14.365], [-11.705, -5.532, -14.262], [-7.846, -2.756, -18.475], [-6.077, -2.880, -18.413], [-7.043, -2.987, -16.916], [-7.396, -4.772, -20.709], [-7.046, -6.490, -20.404], [-5.750, -5.281, -20.309], [-5.682, -5.653, -16.235], [-4.768, -5.755, -17.755], [-5.830, -7.088, -17.258], [-12.297, -8.087, -17.315], [-11.416, -8.758, -15.920], [-11.753, -9.779, -17.329], [-10.784, -8.505, -20.189], [-10.151, -10.026, -19.536], [-9.031, -8.812, -20.183], [-8.291, -9.026, -15.993], [-7.427, -8.900, -17.540], [-8.512, -10.279, -17.232]],
  "lowdin_charge": [0.698, -0.003, -0.315, 0.021, -0.275, -0.015, 0.013, -0.006, -0.532, 0.020, -0.012, -0.351, -0.052, 0.005, -0.267, -0.023, -0.025, -0.009, -0.401, -0.104, 0.013, -0.284, -0.016, 0.092, 0.080, 0.056, 0.118, 0.083, 0.083, 0.072, 0.110, 0.005, 0.088, 0.067, 0.118, 0.083, 0.086, 0.084, 0.013, 0.085, 0.042, 0.118, 0.083, 0.080, 0.069, -0.234, 0.402, -0.177, -0.177, -0.172, -0.407, -0.054, -0.089, -0.104, -0.035, -0.243, -0.123, 0.042, -0.008, -0.015, 0.033, 0.021, 0.021, 0.025, 0.022, 0.029, 0.083, 0.104, 0.095, 0.118, -0.040, 0.014, 0.029, 0.005, -0.001, -0.037, 0.262, 0.143, -0.222, 0.400, -0.208, -0.211, 0.158, 0.702, 0.384, -0.223, -0.214, -0.213, 0.404, -0.206, -0.216, -0.221, 0.037, 0.003, 0.019, 0.037, 0.011, 0.008, 0.037, 0.008, 0.008, 0.003, 0.035, 0.017, 0.015, 0.026, 0.033, 0.009, 0.034, 0.016, 0.014, 0.010, 0.035, 0.019, 0.035, 0.024, 0.005, 0.019, 0.037],
  "homo_energy_ev": [-7.20, -7.20],
  "charge": 0,
  "s_squared": 3.7645,
  "fmax_ev_per_a": 4.48,
  "e_lumo_ev": [-0.3, -2.1],
  "multiplicity": 4,
  "energy_ev": -220897.0498
}